The following is a DFT calculation (ωB97M-V/def2-TZVPD) of an isolated molecule of C18H23N7O2 in a non-equilibrium geometry.

Positions of all 50 atoms, in Å:
C -0.44930 4.53120 -0.84505
H -1.21820 4.76661 -1.57632
H -0.87449 3.86477 -0.09802
H -0.15573 5.45593 -0.35458
C 0.76130 3.88199 -1.50398
H 1.54509 3.75241 -0.75506
H 1.14993 4.53160 -2.29277
C 0.44194 2.49915 -2.08706
N 1.66361 1.80661 -2.46402
C 2.34211 1.00818 -1.61505
O 1.97958 0.79436 -0.47568
C 3.53789 0.30494 -2.24292
H 3.99607 0.92091 -3.01768
C 3.07473 -1.03691 -2.84050
C 2.52717 -1.88699 -1.70956
O 3.20299 -2.61296 -1.01484
N 1.17957 -1.78506 -1.54503
N 0.62257 -2.24532 -0.34746
C -0.27660 -1.43680 0.26616
N -0.93532 -0.53973 -0.39786
C -1.88333 0.20772 0.24395
C -2.59869 1.16482 -0.48783
C -3.53626 1.95440 0.13400
C -3.80077 1.81443 1.49744
C -3.13058 0.86846 2.23619
C -2.17372 0.05802 1.62094
C -1.44511 -0.95237 2.30655
N -1.45242 -1.38412 3.54953
C -0.52481 -2.36921 3.56254
N 0.05990 -2.57578 2.39842
N -0.52254 -1.67843 1.58926
C -0.19877 -3.14765 4.77758
H -1.09154 -3.65421 5.13907
H 0.14756 -2.47643 5.56087
H 0.57235 -3.87576 4.54575
H -3.32151 0.72771 3.28852
H -4.53857 2.44699 1.96730
H -4.07856 2.69280 -0.43873
H -2.40035 1.25766 -1.54325
H 1.30611 -2.72471 0.23736
H 0.63790 -1.01235 -1.91667
H 3.93086 -1.55000 -3.27929
H 2.31419 -0.87552 -3.60530
H 4.27195 0.10580 -1.46134
H 2.05849 2.03243 -3.36330
C -0.46851 2.57125 -3.30645
H -0.65703 1.57455 -3.69969
H -0.00898 3.17448 -4.08827
H -1.41970 3.02157 -3.04169
H -0.01848 1.88968 -1.30199

## Properties
Lowest unoccupied orbital energy (eV): 0.55
SMILES: CC[C@@H](C)NC(=O)CCC(=O)NNc1nc2ccccc2c2nc(C)nn12
HOMO-LUMO gap (eV): 8.771
Maximum force (eV/A): 1.23
Charge: 0
Energy above the lowest of the compared OMol25 structures with the same formula, charge and spin (kJ/mol): 15.9


The following is a DFT calculation (ωB97M-V/def2-TZVPD) of a structure of composition C18H24AsN2O4Pt in a non-equilibrium geometry.

Positions of all 50 atoms, in Å:
Pt -0.00842 -0.21741 -1.28443
C 0.68278 -0.94161 5.72607
O 1.92888 -1.00071 5.08657
C 2.07998 -1.05361 3.78677
C 3.44298 -1.01421 3.34357
C 3.73878 -0.98631 2.00177
C 2.73658 -1.01771 1.02277
C 3.06248 -1.05181 -0.40813
C 4.46928 -1.34791 -0.80483
O 2.23618 -0.84701 -1.30153
C 1.33768 -1.07951 1.44817
O 0.35568 -1.17441 0.65147
C 1.06158 -1.08641 2.83657
H 0.89918 -0.92961 6.79517
H 0.04918 -1.80211 5.47667
H 0.13648 -0.02831 5.45217
H 4.21728 -0.98311 4.10007
H 4.77438 -0.92931 1.70297
H 4.82988 -2.25631 -0.32273
H 5.12968 -0.52861 -0.52163
H 4.51928 -1.47561 -1.88473
H 0.01998 -1.15041 3.11537
N -7.20112 -0.43451 -1.60243
C -6.34352 -1.43951 -1.55203
O -6.62082 -2.59121 -1.31583
C -4.84242 -1.11471 -1.72823
C -4.33772 0.17759 -1.76553
C -2.95952 0.34609 -1.79823
N -2.10962 -0.67651 -1.78843
C -2.58552 -1.91701 -1.79333
C -3.94982 -2.18181 -1.76593
H -8.18282 -0.64941 -1.45243
H -6.98732 0.50349 -1.90183
H -4.95702 1.05949 -1.75633
H -2.53812 1.34419 -1.84493
H -1.87592 -2.73631 -1.82423
H -4.31222 -3.20111 -1.75533
C -0.21062 3.47489 -1.94443
As 1.02388 2.01649 -1.54183
C 2.42938 2.20969 -2.87343
C 1.88718 2.56079 0.12997
H 0.36918 4.40129 -2.00913
H -0.97092 3.59599 -1.17103
H -0.68862 3.30449 -2.91303
H 3.05428 3.05549 -2.56933
H 1.99148 2.42769 -3.85063
H 3.04838 1.31529 -2.94693
H 2.27278 3.57419 -0.01613
H 2.71918 1.89769 0.37507
H 1.17808 2.57949 0.95797

## Properties
Lowest unoccupied orbital energy (spin up / spin down) (eV): -9.70 / -13.44
HOMO-LUMO gap (spin up / spin down) (eV): 7.403 / 3.619
Multiplicity: 5
Maximum force (eV/A): 2.23
Charge: +3
Energy above the lowest of the compared OMol25 structures with the same formula, charge and spin (kJ/mol): 115.1


The following is a DFT calculation (ωB97M-V/def2-TZVPD) of a structure of composition C18H24AuN5.

Positions of all 48 atoms, in Å:
Au 0.35250 0.13005 0.10930
N -2.02660 -4.92247 -1.97374
C -1.55260 -3.57921 -1.45032
C -2.25451 -3.27922 -0.11832
C -2.05464 -1.83198 0.35947
N -0.63146 -1.57625 0.86317
C -2.42474 -0.84314 -0.73698
C -1.60209 -1.07344 -1.99695
N -0.12893 -0.73363 -1.75353
C -1.79292 -2.50576 -2.52120
H -1.85255 -5.68384 -1.30536
H -1.55615 -5.18710 -2.84858
H -3.03638 -4.92487 -2.16846
H -0.47946 -3.73078 -1.29299
H -1.95993 -3.99297 0.65529
H -3.33608 -3.39226 -0.24553
H -2.69845 -1.66787 1.22254
H -0.02170 -2.37105 0.66128
H -0.65611 -1.54612 1.88049
H -2.34071 0.19037 -0.38810
H -3.48083 -0.97337 -0.98172
H -1.93169 -0.38218 -2.77143
H 0.18621 -0.13118 -2.51131
H 0.46007 -1.56361 -1.84568
H -1.17942 -2.68505 -3.40786
H -2.83510 -2.55288 -2.85345
C 2.21499 3.32736 -2.17330
C 1.54915 2.14806 -1.85845
N 1.31669 1.79022 -0.59173
C 1.75091 2.60646 0.42037
C 2.42269 3.80765 0.17900
C 2.64849 4.16133 -1.16678
C 2.84261 4.59502 1.30260
C 2.60444 4.18357 2.57061
C 1.92623 2.94621 2.83098
C 1.65644 2.44515 4.12069
C 1.00599 1.23950 4.26189
C 0.61150 0.52802 3.13438
N 0.84879 0.98183 1.89962
C 1.50322 2.17631 1.74441
H 2.38511 3.56766 -3.21435
H 1.22718 1.49543 -2.65563
H 3.16353 5.08528 -1.40535
H 3.35668 5.52969 1.11615
H 2.92393 4.78545 3.41222
H 1.96265 3.00758 4.99578
H 0.79659 0.82521 5.23912
H 0.11646 -0.42317 3.25772

## Properties
Lowest unoccupied orbital energy (eV): -14.54
HOMO-LUMO gap (eV): 6.089
Maximum force (eV/A): 0.21
Charge: +4
Energy above the lowest of the compared OMol25 structures with the same formula, charge and spin (kJ/mol): 0.0


The following is a DFT calculation (ωB97M-V/def2-TZVPD) of a structure of composition C18H24BiCl2N2O in a non-equilibrium geometry.

Positions of all 48 atoms, in Å:
Bi 0.31273 -0.11473 -3.90194
Cl -0.90866 1.58546 -2.55115
Cl 0.38918 -2.25808 -2.59556
C -1.54065 -0.61852 -4.72999
H -1.73955 -1.65452 -5.03621
H -2.33414 0.13511 -4.77924
C 2.55523 0.65355 -1.51562
C 2.90381 0.55191 -2.75934
H 2.26197 -0.22659 -0.93113
C 3.33365 1.72915 -3.61371
H 3.02489 -0.43290 -3.23517
C 3.41862 3.04600 -2.81959
H 4.31183 1.53006 -4.07496
H 2.63892 1.87308 -4.45842
C 2.36463 3.14293 -1.72328
H 4.40915 3.10245 -2.35019
H 3.34396 3.90104 -3.50015
C 2.50545 1.94564 -0.77018
H 2.48069 4.07866 -1.16276
H 1.35306 3.13125 -2.15098
H 3.43020 2.08256 -0.18337
H 1.67108 1.92880 -0.05731
C -1.68686 -2.30783 3.77254
N -0.91191 -1.16029 3.35267
N -1.06042 -0.60383 2.13878
C -0.04549 0.34975 1.92320
O 0.04903 1.01269 0.88315
C 0.72483 0.30224 3.14104
C 0.17725 -0.64219 3.96416
C 0.60073 -1.09150 5.31199
C -2.11028 -0.92032 1.24643
C -3.43014 -1.01272 1.70464
C -4.43339 -1.42007 0.82779
C -4.13778 -1.65611 -0.52288
C -2.83274 -1.46934 -0.99479
C -1.82043 -1.10721 -0.11226
H -1.23908 -2.67972 4.69648
H -1.67261 -3.10992 3.02255
H -2.72411 -2.03213 3.98445
H 1.59030 0.90854 3.32383
H -0.18404 -0.95332 6.07082
H 0.90864 -2.14751 5.32469
H 1.47005 -0.49418 5.61429
H -3.66052 -0.77107 2.74311
H -5.44968 -1.54688 1.20529
H -4.92457 -1.97694 -1.20908
H -2.58527 -1.60885 -2.04810
H -0.79754 -0.97361 -0.46453

## Properties
Lowest unoccupied orbital energy (eV): 2.30
HOMO-LUMO gap (eV): 4.878
Maximum force (eV/A): 2.82
Charge: -1
Energy above the lowest of the compared OMol25 structures with the same formula, charge and spin (kJ/mol): 0.0


Question: Which formula does entry 2 have?
Answer: C18H24AsN2O4Pt


Question: Number 4 is which compound?
Answer: C18H24BiCl2N2O